The following is a DFT calculation (the ωB97M-V functional and the def2-TZVPD basis) of one molecule with the formula C5H8O.

XYZ file:
```
14
C5H8O, DFT the ωB97M-V functional and the def2-TZVPD basis
C -0.17761 0.46787 0.36953
H 0.09593 -1.65676 0.77012
H -0.09661 -0.65976 2.22320
H -0.01998 1.36038 -1.63319
H -2.16305 0.16018 1.33469
C 0.34012 0.51908 -1.04437
H 1.43048 -0.63164 1.32931
H 0.10982 1.40853 0.87208
C 1.15125 -0.37254 -1.60322
H 1.46731 -0.26861 -2.63733
O -2.38922 0.87217 -0.53633
H 1.52411 -1.24189 -1.06687
C 0.34356 -0.68928 1.22027
C -1.69992 0.49904 0.38027
```

Properties
SMILES: C=C[C@H](C)C=O



The following is a DFT calculation (the ωB97M-V functional and the def2-TZVPD basis) of C5H8O as an isolated structure in a non-equilibrium geometry.

XYZ file:
```
14
C5H8O, DFT the ωB97M-V functional and the def2-TZVPD basis
H -2.28621 -1.32236 0.02250
H 3.06978 0.19345 0.38942
H -0.13463 -1.55407 -1.12904
H -1.78132 2.29093 -0.29478
C -1.45224 -0.91270 0.59979
C 0.05691 -0.66658 -0.55022
H -0.93053 -1.68733 1.13555
H 1.57139 1.05336 0.77913
H -1.83074 -0.17031 1.31032
C -1.04755 1.67456 -0.77443
H 2.08397 0.94868 -0.88178
C -0.71225 0.49067 -0.56031
O 1.33015 -0.76003 -0.10491
C 2.06325 0.42174 0.05876
```



Energy above the lowest of the compared OMol25 structures with the same formula, charge and spin / kcal/mol: 25.41 128.10
Frontier orbital gap / Ha: 0.389 0.323